1.
Entry from the OMol25 dataset: 10 unconnected molecules or ions with the total composition C14H48N16O10 at a distorted geometry (ωB97M-V/def2-TZVPD).

The highest occupied orbital energy (spin up / spin down) is -11.3 / -11.3 eV. The energy above the lowest of the compared OMol25 structures with the same formula, charge and spin is 0.0 kJ/mol. The spin multiplicity is 2. Its total charge is +1. The value obtained for the HOMO-LUMO gap (spin up / spin down) is 9.410 / 3.752 eV. As for the calculated total energy: -2190.67639 hartree. The LUMO energy (spin up / spin down) comes out at -0.071 / -0.279 Eh.

Atoms and positions in Å:
C: -2.1997 -2.3307 2.1322
O: -2.0698 -1.2166 2.5586
N: -1.9294 -3.3793 2.8086
N: -2.6696 -2.7230 0.9705
H: -1.7406 -3.2117 3.7865
H: -2.1722 -4.2681 2.3950
H: -3.0957 -2.0102 0.3956
H: -2.7426 -3.7156 0.7988
C: 2.0926 -1.9750 3.6820
O: 3.2589 -1.6966 3.3745
N: 1.0162 -1.4875 3.1183
N: 1.8030 -2.9762 4.4763
H: 1.0353 -0.6297 2.5855
H: 0.1600 -1.9020 3.4577
H: 0.8612 -3.1171 4.8128
H: 2.4921 -3.5566 4.9328
C: -0.0737 1.5277 -4.1600
O: -0.5307 1.8030 -5.2406
N: -0.2771 0.4150 -3.4801
N: 0.7225 2.3069 -3.5382
H: 0.1021 0.3534 -2.5460
H: -1.0096 -0.1951 -3.8138
H: 0.9350 3.1152 -4.1052
H: 1.3081 1.9879 -2.7796
C: -3.3879 2.8663 -1.9545
O: -3.0594 1.8017 -1.4301
N: -4.3992 3.5582 -1.4988
N: -2.7025 3.3431 -2.9369
H: -5.0445 3.1303 -0.8503
H: -4.7306 4.3435 -2.0407
H: -2.0284 2.8713 -3.5226
H: -2.9187 4.2413 -3.3451
C: 5.0364 0.6888 2.0325
O: 5.7604 1.5578 1.5824
N: 4.8172 0.6130 3.3283
N: 4.4507 -0.2491 1.3465
H: 5.2040 1.3221 3.9348
H: 4.0853 -0.0217 3.6137
H: 4.4206 -0.1881 0.3388
H: 3.7985 -0.8313 1.8523
C: 4.2581 2.6847 -3.4576
O: 4.1732 3.8033 -2.9447
N: 3.8018 1.5780 -2.9135
N: 4.7679 2.5061 -4.6629
H: 3.4311 1.6937 -1.9811
H: 3.9260 0.6491 -3.2900
H: 4.5340 1.6211 -5.0897
H: 4.9938 3.2859 -5.2637
C: 0.6712 0.7923 0.2312
O: 1.3424 0.5397 -0.8030
N: 1.1852 0.9549 1.4762
N: -0.6328 0.9496 0.2770
H: 2.1728 1.1594 1.5288
H: 0.5714 1.2905 2.2047
H: -1.1387 0.7410 -0.5719
H: -0.9981 0.9143 1.2179
C: -1.6385 2.0811 3.7042
O: -0.4798 1.8621 3.9429
N: -2.1068 3.2424 3.5699
N: -2.5650 1.1814 3.6372
H: -3.0963 3.2778 3.3706
H: -1.4979 4.0458 3.5084
H: -3.5278 1.4757 3.5566
H: -2.2113 0.2540 3.4500
C: -5.6621 -2.1905 -1.2675
C: -5.1993 -0.9275 -0.4905
C: -5.4502 -1.1113 0.9915
O: -3.8638 -0.7703 -0.7554
H: -5.1818 -3.0931 -0.8897
H: -5.4298 -2.1889 -2.3324
H: -6.7251 -2.3073 -1.0567
H: -5.6838 0.0023 -0.7886
H: -4.7202 -0.5140 1.5379
H: -5.3028 -2.1287 1.3537
H: -6.4345 -0.9287 1.4228
H: -3.7797 0.1639 -0.9602
C: 4.3854 -2.9908 -1.0367
C: 3.5595 -2.0298 -1.9253
C: 2.0018 -2.1848 -1.9437
O: 3.5808 -0.7671 -1.2905
H: 3.9783 -2.9942 -0.0256
H: 5.4435 -2.7461 -0.9433
H: 4.2677 -4.0112 -1.4016
H: 4.1141 -1.8485 -2.8459
H: 1.7257 -3.1688 -2.3227
H: 1.6521 -1.4765 -2.6948
H: 1.5284 -2.0687 -0.9687
H: 2.6816 -0.4685 -1.1364

=====

2.
Entry from the OMol25 dataset: a molecular structure, C14H35NP2S2Tl at a distorted geometry (ωB97M-V/def2-TZVPD).

The highest occupied orbital energy (spin up / spin down) is -17.9 / -17.8 eV. The spin multiplicity is 1. Its total charge is +3. The value obtained for the HOMO-LUMO gap (spin up / spin down) is 4.715 / 4.243 eV. As for the calculated total energy: -2259.64194 hartree. The LUMO energy (spin up / spin down) comes out at -0.484 / -0.498 Eh.

Atoms and positions in Å:
Tl: 0.7369 0.1675 -0.5139
S: -0.9511 2.5972 -1.1769
S: -0.7952 -2.5373 -0.9761
C: -2.7608 2.4269 -1.1319
C: -0.6796 2.4034 -2.9675
C: -1.2790 1.1336 -3.5573
N: -0.5775 -0.0452 -3.0349
C: -1.2007 -1.3027 -3.4657
C: -0.5333 -2.4859 -2.7748
H: 0.4060 2.4341 -3.1464
H: -1.1370 3.2854 -3.4237
H: -1.1820 1.1607 -4.6551
H: -2.3457 1.0691 -3.3045
H: -1.0888 -1.4135 -4.5569
H: -2.2741 -1.2886 -3.2264
H: 0.5538 -2.4718 -2.9440
H: -0.9393 -3.4263 -3.1586
C: -2.6096 -2.5399 -0.9395
H: 0.3991 -0.0289 -3.3584
H: -3.0146 -1.6296 -1.3965
H: -2.9358 -2.5969 0.1126
H: -2.9805 -3.4317 -1.4707
H: -3.0975 2.5873 -0.0916
H: -3.0884 1.4313 -1.4639
H: -3.1988 3.2100 -1.7705
C: 4.7345 0.1356 -1.9789
C: 5.0085 0.2490 -0.6648
H: 4.6354 1.0255 -2.6091
H: 4.6744 -0.8405 -2.4732
H: 5.1964 1.2329 -0.2199
H: 5.1413 -0.6328 -0.0287
C: -1.2884 -1.7182 3.0270
P: -1.3194 -0.1915 2.0007
C: -3.0837 0.2856 2.2299
C: -0.6096 1.0577 3.1830
C: 0.8318 0.7614 3.5816
P: 1.8950 0.4980 2.0816
C: 3.4788 1.3307 2.3481
C: 2.3922 -1.2593 2.2771
H: -1.9104 -2.4868 2.5368
H: -1.7293 -1.4776 4.0002
H: -0.2831 -2.1377 3.1493
H: -3.3223 0.3895 3.3024
H: -3.2922 1.2269 1.6932
H: -3.7084 -0.5094 1.7949
H: -0.6672 2.0335 2.6587
H: -1.2295 1.1420 4.0904
H: 1.2460 1.6230 4.1325
H: 0.9011 -0.1526 4.1914
H: 3.8911 0.9563 3.3028
H: 4.1680 1.1178 1.5134
H: 3.3457 2.4206 2.4067
H: 2.6978 -1.4484 3.3131
H: 1.5593 -1.8956 1.9743
H: 3.2198 -1.4439 1.5786

=====

3.
Entry from the OMol25 dataset: 5 unconnected molecules or ions with the total composition C21H40O15 at a distorted geometry (ωB97M-V/def2-TZVPD).

The highest occupied orbital energy is -9.4 eV. The spin multiplicity is 1. The value obtained for the HOMO-LUMO gap is 10.009 eV. Its structure (SMILES) is COCCOCCOC.COCCOCCOC.O=C1OCCO1.O=C1OCCO1.O=C1OCCO1. As for the calculated total energy: -1952.64969 hartree. The LUMO energy comes out at 0.022 Eh.

Atoms and positions in Å:
C: -2.8407 -0.4852 -3.6617
O: -2.1840 0.1453 -4.7331
C: -0.8124 0.4012 -4.5522
C: 0.0192 -0.8049 -4.8841
O: -0.1645 -1.7037 -3.7997
C: -0.0275 -3.0366 -4.2531
C: -0.3350 -4.0130 -3.1383
O: -1.6107 -3.7558 -2.5294
C: -2.7759 -4.2117 -3.3010
H: -3.8720 -0.5549 -4.0032
H: -2.8124 0.1322 -2.7338
H: -2.4650 -1.4969 -3.4897
H: -0.6550 0.6589 -3.4955
H: -0.5542 1.2467 -5.2217
H: 1.0931 -0.5589 -5.0415
H: -0.4329 -1.2200 -5.7981
H: 0.9520 -3.1017 -4.7550
H: -0.6848 -3.1823 -5.1560
H: 0.4521 -4.0518 -2.3494
H: -0.3253 -5.0623 -3.4878
H: -3.6643 -3.8892 -2.7724
H: -2.7630 -5.3221 -3.3251
H: -2.7470 -3.8533 -4.3102
C: 3.4477 -0.0405 2.3292
O: 2.1273 -0.5959 2.5969
C: 1.2822 0.1920 3.3770
C: 0.9534 1.5714 2.8832
O: 2.0888 2.4524 2.8595
C: 1.7564 3.7643 2.4547
C: 2.9207 4.6432 2.8165
O: 2.6937 5.9294 2.3686
C: 3.4751 6.9156 2.9816
H: 3.4569 0.4950 1.3592
H: 4.1621 -0.8661 2.2315
H: 3.8016 0.6081 3.1123
H: 1.7616 0.3314 4.3765
H: 0.3136 -0.3499 3.4316
H: 0.1782 1.9227 3.5580
H: 0.4685 1.6082 1.9382
H: 0.7914 4.0519 2.9626
H: 1.6064 3.7983 1.3510
H: 3.8385 4.1848 2.3621
H: 3.1431 4.6586 3.8946
H: 3.1632 6.9709 4.0590
H: 3.2913 7.8932 2.5137
H: 4.5666 6.6687 2.8682
C: 1.6634 -3.7251 3.2500
C: 1.8380 -3.7175 1.7235
O: 0.4409 -3.6688 1.2407
C: -0.3769 -3.2192 2.2911
O: -1.4976 -2.8534 2.1236
O: 0.3160 -3.2331 3.4757
H: 2.3214 -3.0544 3.7534
H: 1.6969 -4.7544 3.6811
H: 2.2853 -4.6476 1.3295
H: 2.4488 -2.8774 1.3943
C: -0.8488 -0.9681 -0.6010
C: 0.6908 -0.7691 -0.7121
O: 0.8648 0.5532 -1.3463
C: -0.3543 1.2343 -1.2048
O: -0.5387 2.3909 -1.3452
O: -1.3266 0.3732 -0.8785
H: -1.1987 -1.2554 0.3653
H: -1.2591 -1.6663 -1.3266
H: 1.2044 -1.5752 -1.2501
H: 1.1362 -0.5892 0.2480
C: -3.6044 2.7281 0.4279
C: -4.2302 1.3315 0.4688
O: -3.3035 0.6204 1.4148
C: -2.7496 1.6346 2.2188
O: -2.1828 1.3968 3.2134
O: -2.9919 2.8543 1.7244
H: -4.3712 3.4898 0.3331
H: -2.7575 2.8438 -0.2374
H: -4.1470 0.8487 -0.5296
H: -5.2459 1.1869 0.8603

=====

4.
Entry from the OMol25 dataset: C2H6N2OS2 in the gas phase at a distorted geometry (ωB97M-V/def2-TZVPD).

The highest occupied orbital energy is -8.6 eV. The energy above the lowest of the compared OMol25 structures with the same formula, charge and spin is 428.5 kJ/mol. The spin multiplicity is 1. The value obtained for the HOMO-LUMO gap is 8.918 eV. Its structure (SMILES) is O/N=C(/CS)NS. As for the calculated total energy: -1060.75920 hartree. The LUMO energy comes out at 0.012 Eh.

Atoms and positions in Å:
C: 0.9689 0.1664 0.9157
C: -0.3508 0.2392 0.2566
H: 3.0842 -0.3476 -0.3836
H: 1.0085 -0.9681 1.2096
H: 0.7269 0.7144 1.9206
H: -1.6789 -0.2647 -1.0874
H: 1.3655 -0.7089 -2.0373
H: -3.4467 0.7995 0.6606
N: -0.6105 -0.3683 -0.9676
N: -1.2911 0.8851 0.8543
O: -2.4623 0.5528 0.1910
S: 2.4710 1.0387 -0.0098
S: 0.2153 -1.7385 -1.5227

=====

Computed molecular weight, in the same sequence as the records: 600.6, 547.9, 532.5, 138.2 g mol⁻¹.